Density functional theory data (the ωB97M-V functional and the def2-TZVPD basis) for a molecular structure, HgN2O6S4 at a distorted geometry.

Structure (XYZ):
```
13
Properties=species:S:1:pos:R:3:nbo_charge:R:1
Hg -0.008 -0.154 -0.301 1.640
S 0.054 0.670 2.763 1.670
S -1.232 -1.334 -2.693 1.612
S -0.994 1.272 -2.452 1.637
S 1.984 -1.426 1.886 1.430
O 1.010 -1.567 0.742 -1.031
O -2.118 0.378 -1.697 -0.987
O 0.081 1.614 -1.446 -0.990
O -0.678 -1.818 -1.381 -0.912
O 0.437 1.892 3.502 -0.892
O 0.063 0.972 1.261 -1.119
N -0.212 -0.158 -3.058 -1.155
N 1.613 -0.342 2.873 -0.902
```

Results
Kohn-Sham gap: 6.745 eV
LUMO level: -2.77 eV
net charge: 0
E: -62773.4619 eV
maximum force: 5.55 eV Å⁻¹